[1]
The following is a DFT calculation (the ωB97M-V functional and the def2-TZVPD basis) of a molecular structure, C30H40BCuF5N6S in a non-equilibrium geometry.

The geometry in XYZ format:
```
84
Properties=species:S:1:pos:R:3:forces:R:3:mulliken_charge:R:1
Cu 0.020839 -0.359751 0.166445 -0.85 0.88 0.85 1.14
C -2.206131 3.995601 -1.975206 -0.06 0.02 -0.05 -1.40
C -2.054765 2.513232 -1.910859 0.02 0.10 -0.06 0.44
C -2.408137 1.567513 -2.853505 -0.01 -0.01 0.23 -1.20
C -2.074601 0.332183 -2.280507 -0.16 -0.27 -0.09 -0.58
N -1.524676 0.527476 -1.088000 0.19 -0.27 0.21 0.27
N -1.527323 1.868436 -0.856555 0.07 -0.18 0.17 0.97
B -1.050570 2.413920 0.513025 -0.01 0.18 -0.12 0.04
N 0.495427 2.472339 0.575676 -0.10 -0.17 0.00 0.98
N 1.203033 1.342445 0.844236 -0.15 -0.46 -0.23 0.34
C 2.479155 1.692505 0.951335 0.32 -0.17 0.10 -0.63
C 2.612565 3.066652 0.707322 -0.19 -0.06 0.10 -1.26
C 1.328105 3.522986 0.485578 -0.02 0.10 -0.05 0.53
C 0.868681 4.913336 0.201919 0.05 0.05 0.03 -1.38
C 3.578754 0.738760 1.373167 0.02 0.04 -0.04 2.57
C 4.467954 1.450940 2.402389 -0.01 0.04 -0.03 -1.89
C 4.429307 0.359388 0.155394 -0.03 -0.04 -0.10 -1.49
C 3.016803 -0.518957 2.032882 -0.07 -0.02 0.08 -1.84
N -1.578981 1.503864 1.648673 0.00 -0.21 0.07 -0.10
N -1.249311 0.178491 1.745935 0.34 0.67 -0.79 0.18
C -1.856218 -0.304078 2.814695 0.10 -0.54 0.07 -0.52
C -2.600199 0.708682 3.439307 0.07 -0.01 -0.10 -1.40
C -2.395817 1.833103 2.668688 0.05 0.14 -0.12 0.84
C -2.939430 3.209581 2.853992 -0.08 0.03 0.09 -1.53
C -1.714556 -1.751548 3.230996 -0.05 0.06 0.05 2.66
C -3.103778 -2.399324 3.240734 -0.05 -0.01 0.00 -1.73
C -0.810664 -2.533814 2.280210 0.00 0.07 -0.05 -1.71
C -1.114407 -1.802027 4.640581 0.02 0.01 0.04 -1.74
C -2.366547 -1.039422 -2.854394 0.00 0.05 -0.03 2.71
C -3.775582 -1.019452 -3.463895 0.02 0.05 -0.02 -1.89
C -2.339065 -2.122452 -1.777799 -0.05 -0.02 0.10 -1.88
C -1.349408 -1.364880 -3.954330 0.11 -0.02 0.02 -1.54
H -2.825518 4.259150 -2.831029 0.00 -0.01 0.01 0.41
H -1.243853 4.493029 -2.096318 0.03 -0.02 0.01 0.12
H -2.674199 4.391987 -1.075418 -0.01 0.00 0.02 0.27
H -2.886278 1.753563 -3.798392 -0.01 0.01 -0.03 0.49
H -1.482964 3.519740 0.657521 0.01 -0.04 0.00 -0.20
H 3.506969 3.662687 0.738031 0.03 0.02 0.00 0.49
H 1.691331 5.606989 0.368118 0.00 -0.01 0.00 0.41
H 0.038569 5.202039 0.844933 -0.01 0.00 0.01 0.26
H 0.543251 5.026030 -0.832253 -0.01 -0.03 -0.01 0.10
H 4.931252 2.346924 1.988892 0.02 0.00 -0.03 0.32
H 5.266051 0.780470 2.725897 0.00 -0.01 0.00 0.45
H 3.887883 1.745038 3.278228 -0.01 0.00 0.02 0.41
H 4.819201 1.248219 -0.344483 0.01 0.02 0.03 0.34
H 3.839969 -0.204120 -0.569812 -0.04 -0.01 -0.01 0.11
H 5.275377 -0.261735 0.457514 -0.01 0.00 0.03 0.48
H 2.385909 -0.265573 2.887292 0.01 0.05 0.04 0.40
H 3.843808 -1.136821 2.389280 -0.01 -0.02 0.00 0.55
H 2.428134 -1.121720 1.344500 0.06 0.01 -0.06 0.00
H -3.204604 0.640859 4.327167 0.00 -0.03 0.01 0.56
H -3.570795 3.233733 3.740839 0.01 -0.01 -0.01 0.38
H -3.539724 3.523668 2.000286 0.00 -0.03 -0.02 0.28
H -2.143501 3.942868 2.982884 0.03 -0.02 0.00 0.28
H -3.553937 -2.365996 2.247087 0.00 0.00 -0.01 0.33
H -3.775588 -1.887285 3.930928 0.01 0.01 0.01 0.35
H -3.031817 -3.443944 3.550180 0.01 0.00 0.00 0.46
H -1.210354 -2.548588 1.263162 -0.04 -0.01 -0.04 0.10
H -0.738513 -3.568954 2.619343 0.02 0.01 -0.04 0.50
H 0.202346 -2.124460 2.257108 0.05 0.02 0.03 0.09
H -1.745336 -1.277696 5.359521 -0.01 0.01 -0.01 0.35
H -0.127182 -1.337106 4.658362 0.01 0.00 -0.01 0.32
H -1.012222 -2.837569 4.971299 -0.01 -0.01 -0.01 0.46
H -4.522343 -0.778096 -2.706136 -0.01 0.00 0.01 0.41
H -4.010501 -2.000608 -3.880112 0.00 -0.01 0.00 0.45
H -3.861205 -0.286751 -4.266534 0.02 0.00 -0.02 0.32
H -3.038630 -1.892423 -0.971586 -0.05 0.03 -0.01 0.39
H -1.350452 -2.250098 -1.341937 0.02 0.00 -0.08 0.01
H -2.630308 -3.076720 -2.221882 0.01 -0.01 0.01 0.54
H -1.336896 -0.587805 -4.720962 -0.03 0.02 -0.01 0.31
H -1.594914 -2.314740 -4.434273 -0.02 -0.01 0.02 0.50
H -0.342655 -1.446606 -3.540487 -0.09 -0.03 -0.03 0.19
F 3.686348 -0.015029 -5.860101 0.12 0.11 -0.25 -0.32
C 3.117262 -0.416390 -4.729619 -0.04 -0.07 0.09 0.65
C 2.282583 0.437349 -4.031426 0.13 -0.31 0.03 -0.07
F 2.051878 1.661136 -4.499802 -0.06 0.17 -0.02 -0.32
C 1.692938 0.010721 -2.856100 0.45 -0.52 -0.19 -0.50
F 0.893250 0.868490 -2.239723 -0.13 0.33 0.31 -0.06
C 1.914302 -1.270453 -2.338026 0.05 0.28 -0.17 0.59
S 1.213192 -1.900094 -0.867477 0.12 -0.13 -0.05 -0.71
C 2.758564 -2.102067 -3.075382 -0.04 0.30 -0.07 0.24
F 3.015497 -3.337092 -2.652531 0.00 -0.21 0.14 -0.35
C 3.356608 -1.692635 -4.251802 -0.17 0.21 0.09 0.24
F 4.156751 -2.513622 -4.926580 0.08 -0.09 -0.06 -0.31
```
Positions in Å, forces in eV/Å.

The value obtained for the relative energy (zero: lowest compared OMol25 entry of this formula, charge and spin) is 0.000 eV. The spin multiplicity is 2. The calculation puts the LUMO energy (alpha / beta) at 0.5 / -1.9 eV. The calculation puts the gap between HOMO and LUMO (alpha / beta) at 8.55 / 6.17 eV.

---

[2]
The following is a DFT calculation (the ωB97M-V functional and the def2-TZVPD basis) of a molecular structure, C30H40N5O5SSi2Ti in a non-equilibrium geometry.

The geometry in XYZ format:
```
84
Properties=species:S:1:pos:R:3:forces:R:3:mulliken_charge:R:1
Ti 0.580408 -0.883800 0.567366 -0.50 -0.50 -0.72 -0.20
O -1.168122 -2.337463 0.098900 0.15 0.21 0.11 -0.37
C -1.510749 -3.321361 1.051058 -0.03 -0.01 -0.01 -0.73
C -1.098759 -2.769114 2.397842 0.00 0.01 0.01 -0.62
N 0.290746 -2.333610 2.298017 0.07 0.07 0.10 0.42
C 1.219688 -3.466712 2.085873 -0.04 -0.01 -0.03 -0.90
C 1.701210 -3.607051 0.632155 -0.07 -0.02 0.01 0.39
O 2.123904 -4.697298 0.270658 0.00 -0.01 -0.01 -0.81
O 1.631639 -2.539153 -0.068735 -0.01 -0.05 -0.16 -0.14
C 0.731437 -1.487348 3.412408 0.03 -0.18 0.07 -0.15
C 2.086846 -0.915051 2.979897 -0.10 -0.22 -0.09 0.90
O 3.030322 -0.884852 3.741198 0.16 0.12 0.12 -0.79
O 2.122926 -0.679012 1.697583 0.36 0.20 0.16 -0.49
H -0.832767 -2.745217 -0.771307 -0.03 0.00 -0.03 0.19
H -0.986939 -4.258659 0.835351 0.00 0.00 0.00 0.29
H -2.588010 -3.517066 1.033198 0.00 0.00 0.00 0.55
H -1.237244 -3.514383 3.192669 0.00 0.01 0.01 0.34
H -1.709114 -1.892199 2.629704 0.00 -0.01 0.00 0.14
H 0.768542 -4.407112 2.410226 0.00 0.00 0.00 0.44
H 2.114412 -3.312973 2.690908 0.00 -0.01 0.00 0.48
H 0.845585 -2.037298 4.352342 -0.05 -0.07 -0.01 0.31
H 0.016036 -0.673260 3.537921 0.05 -0.11 0.02 -0.16
N 0.978851 -0.387361 -3.715334 0.03 -0.13 0.06 0.11
C 0.120670 0.589957 -4.229736 -0.04 0.00 0.09 -0.11
C 0.392759 1.180632 -5.461018 0.04 0.05 0.00 -0.70
C -0.447624 2.146879 -5.989149 0.01 -0.02 0.00 -0.55
C -1.582046 2.535698 -5.288266 -0.02 -0.01 0.03 -0.90
C -1.859491 1.950187 -4.062996 0.00 -0.01 -0.08 -0.45
C -1.022476 0.979592 -3.525081 -0.12 -0.04 -0.08 0.44
S -1.457785 0.233082 -2.001444 -0.09 -0.17 -0.01 -0.08
N -0.014016 -0.594855 -1.556479 0.20 0.07 0.17 0.74
C 0.595369 -1.190485 -2.620364 0.02 -0.11 -0.16 -0.54
C 0.770212 -2.606666 -2.762158 0.01 0.13 0.06 0.46
C 1.742983 -3.171748 -3.615261 -0.03 -0.03 -0.01 -1.05
C 1.818349 -4.537037 -3.756303 0.02 0.04 -0.01 -0.61
C 0.932838 -5.348541 -3.054651 -0.02 -0.02 0.02 -0.80
C 0.031366 -4.725142 -2.208968 0.01 -0.02 0.00 -0.13
N -0.066922 -3.412759 -2.061094 0.02 0.00 0.06 -0.28
H 1.487352 -0.876568 -4.432760 -0.04 -0.01 -0.04 0.26
H 1.281752 0.874653 -6.002653 0.01 0.01 0.01 0.41
H -0.213563 2.595314 -6.946243 0.00 0.00 0.00 0.37
H -2.242752 3.294308 -5.687293 0.00 0.00 0.00 0.38
H -2.739696 2.248741 -3.503988 0.01 0.01 0.01 0.40
H 2.473129 -2.539382 -4.103512 0.01 -0.03 -0.02 0.40
H 2.579545 -4.975347 -4.390195 0.00 0.01 0.00 0.40
H 0.970447 -6.426018 -3.118282 0.00 0.00 0.00 0.38
H -0.652462 -5.320490 -1.612489 0.00 0.00 0.01 0.35
C 2.512151 1.374820 -0.395988 -0.01 -0.06 0.01 -1.28
Si 0.919515 2.282552 0.057327 -0.11 0.12 0.15 0.84
C 0.281434 2.967154 -1.580264 0.00 -0.05 0.08 -0.98
C 1.569829 3.878443 0.862196 0.08 -0.09 0.05 -1.47
C -0.197928 1.285367 1.263485 -0.24 0.32 -0.07 3.45
C 0.250790 1.890391 2.590524 0.05 -0.17 -0.04 -1.76
C -0.259583 3.108528 3.096334 0.03 -0.09 -0.08 -0.60
C 0.212617 3.639349 4.273009 0.04 0.00 0.04 -0.92
C 1.220339 2.974320 4.966914 -0.04 0.03 -0.02 -0.83
C 1.681970 1.796041 4.418215 0.02 0.07 0.04 -0.61
N 1.210474 1.279063 3.285072 -0.04 0.46 0.24 0.20
Si -2.094219 1.397540 1.280888 0.09 0.02 0.04 0.78
C -2.826073 2.928063 0.430482 0.02 -0.01 0.01 -1.15
C -2.698946 1.432201 3.099428 0.03 0.07 -0.01 -1.35
C -3.180374 -0.027403 0.634374 0.07 -0.01 -0.10 -1.13
H 3.070155 2.040588 -1.062632 -0.01 0.00 -0.02 0.54
H 2.368968 0.438468 -0.946342 0.02 0.02 0.01 0.16
H 3.121546 1.157331 0.480132 0.02 0.03 0.00 0.39
H 0.882102 3.858486 -1.783042 0.00 0.03 0.00 0.55
H 0.449576 2.271779 -2.399659 0.05 0.15 0.12 0.19
H -0.768200 3.259513 -1.588519 -0.01 -0.01 0.00 0.15
H 2.232840 4.357099 0.134679 0.01 -0.02 0.00 0.44
H 2.140195 3.712498 1.777945 -0.01 0.00 0.01 0.31
H 0.766726 4.582049 1.089494 -0.02 0.03 -0.01 0.32
H -1.006745 3.651416 2.538827 -0.10 0.00 -0.09 0.51
H -0.186493 4.577684 4.641551 0.00 -0.01 0.00 0.42
H 1.630995 3.359351 5.890804 0.00 0.00 0.00 0.44
H 2.466963 1.214842 4.894135 0.00 -0.01 -0.01 0.46
H -2.285912 3.850849 0.651018 0.02 0.02 0.04 0.31
H -3.870954 3.064982 0.726216 0.00 -0.02 0.00 0.41
H -2.800907 2.791238 -0.653128 0.00 -0.02 -0.01 0.10
H -2.838701 2.440726 3.488751 0.03 0.04 0.03 0.35
H -2.007872 0.927586 3.780454 0.00 -0.04 -0.01 0.24
H -3.662963 0.921496 3.163609 0.00 0.04 -0.02 0.54
H -2.662498 -0.860614 0.173578 0.01 -0.01 -0.03 0.18
H -3.876144 0.362746 -0.112613 -0.02 0.03 0.01 0.33
H -3.773469 -0.423168 1.463237 0.01 0.00 -0.01 0.45
```
Positions in Å, forces in eV/Å.

The value obtained for the relative energy (zero: lowest compared OMol25 entry of this formula, charge and spin) is 2.668 eV. The spin multiplicity is 3. The calculation puts the LUMO energy (alpha / beta) at 2.5 / 2.3 eV. The total charge is -1. The calculation puts the gap between HOMO and LUMO (alpha / beta) at 6.07 / 6.94 eV.

---

[3]
The following is a DFT calculation (the ωB97M-V functional and the def2-TZVPD basis) of a molecular structure, C30H41ClNOPPtSSb.

The geometry in XYZ format:
```
78
Properties=species:S:1:pos:R:3:forces:R:3:mulliken_charge:R:1
Pt -0.347203 -0.540482 0.032597 -0.01 0.43 0.31 1.53
Cl 1.930474 0.621349 -0.150275 0.05 -0.14 0.07 -0.22
C 2.967708 -0.799821 -0.358031 -0.05 0.06 -0.01 1.00
C 4.290193 -0.680912 0.001080 0.06 0.01 0.00 -0.67
C 5.111318 -1.796322 -0.147012 -0.01 0.00 0.00 -0.59
C 4.600517 -2.989858 -0.635931 0.00 0.01 0.00 -0.86
C 3.263237 -3.083086 -0.994669 0.06 0.02 -0.07 -0.35
C 2.424642 -1.973773 -0.875830 -0.02 0.00 0.16 -0.54
P 0.710128 -2.068287 -1.405266 -0.06 0.04 -0.10 0.83
C 0.538394 -1.437703 -3.043427 -0.03 0.13 -0.13 0.87
C -0.732099 -1.468784 -3.641265 0.05 -0.03 0.06 -0.32
C -0.896765 -0.969906 -4.915303 0.03 0.05 -0.05 -0.80
C 0.193098 -0.423067 -5.588419 0.02 0.01 -0.01 -0.57
C 1.452930 -0.384789 -4.997491 -0.05 0.01 -0.04 -0.76
C 1.632393 -0.884713 -3.721448 -0.06 -0.02 0.04 -0.76
C 0.186015 -3.761836 -1.311958 -0.07 -0.09 0.11 0.38
C -0.083268 -4.496091 -2.471500 -0.02 -0.01 0.04 -0.47
C -0.380073 -5.846156 -2.363633 -0.02 0.00 0.00 -0.80
C -0.419833 -6.457678 -1.117084 0.00 0.00 0.00 -0.56
C -0.156560 -5.727759 0.040198 -0.03 -0.01 -0.03 -0.80
C 0.142375 -4.383343 -0.055807 -0.01 0.01 -0.03 -0.14
H 4.680839 0.253975 0.380452 0.00 -0.02 0.01 0.54
H 6.155247 -1.723375 0.127795 -0.01 0.00 0.00 0.46
H 5.244335 -3.852166 -0.742553 0.00 0.01 -0.01 0.48
H 2.872958 -4.012458 -1.389785 -0.01 0.00 0.02 0.57
H -1.578988 -1.893159 -3.113295 0.00 0.02 0.01 0.53
H -1.868994 -0.995418 -5.387792 0.00 0.00 0.00 0.47
H 0.059451 -0.025361 -6.585979 0.01 -0.01 0.00 0.46
H 2.294583 0.025015 -5.539303 -0.02 0.01 0.00 0.47
H 2.616558 -0.871889 -3.270383 -0.01 0.01 0.01 0.44
H -0.045905 -4.028003 -3.446172 0.03 -0.01 0.02 0.47
H -0.573190 -6.423609 -3.257818 0.00 0.00 0.01 0.48
H -0.651925 -7.512130 -1.044624 0.01 0.01 0.00 0.43
H -0.178557 -6.215806 1.005536 0.00 0.00 -0.01 0.48
H 0.366430 -3.814410 0.839384 0.04 0.01 0.01 0.33
C -2.413266 2.038657 5.149226 0.05 -0.10 -0.08 -1.14
C -1.911345 2.419701 3.816247 -0.10 0.41 0.16 0.78
C -0.525974 2.927839 3.690102 -0.02 -0.17 -0.08 -1.08
C -2.892408 2.814032 2.783636 0.05 -0.17 -0.05 -0.85
Sb -1.249947 -0.205407 2.690709 0.28 -0.40 -0.29 0.31
C -3.209352 -1.242651 2.364748 0.12 0.13 0.12 1.24
C -4.124972 -0.956470 3.543571 -0.06 -0.09 -0.06 -1.50
C -2.839721 -2.716940 2.249675 -0.12 -0.02 -0.02 -1.66
C -3.754966 -0.700273 1.052713 -0.07 -0.05 0.06 -1.20
C 0.383762 -1.057681 4.089120 -0.23 0.26 -0.06 1.47
C 0.060518 -0.690189 5.519306 0.08 -0.10 0.02 -1.59
C 0.287214 -2.541159 3.801196 0.09 -0.03 0.09 -1.89
C 1.664536 -0.438105 3.570144 0.04 -0.08 0.08 -1.31
H -2.688511 3.002083 5.616570 0.00 0.00 -0.01 0.47
H -1.664796 1.584385 5.792156 0.01 0.04 0.02 0.26
H -3.326226 1.447742 5.118062 -0.02 0.04 0.00 0.27
H -0.591894 3.998076 3.947487 0.01 -0.01 0.02 0.50
H -0.146262 2.884734 2.668432 -0.03 0.05 0.00 0.29
H 0.166637 2.473518 4.395497 -0.01 0.01 0.02 0.30
H -2.986536 3.908367 2.884951 -0.03 -0.01 0.01 0.50
H -3.877952 2.380429 2.936376 0.00 0.01 0.00 0.32
H -2.531235 2.643313 1.767918 0.03 0.05 0.02 0.01
H -3.710489 -1.297882 4.493705 0.01 0.01 -0.01 0.35
H -5.061786 -1.501953 3.386847 0.01 0.01 0.02 0.52
H -4.384183 0.099889 3.618865 -0.01 -0.01 -0.02 0.29
H -2.504065 -3.145424 3.191723 -0.01 0.00 0.02 0.35
H -2.094884 -2.911377 1.472808 0.00 0.01 0.00 0.34
H -3.750235 -3.254174 1.959375 0.02 0.00 0.00 0.55
H -3.949971 0.372146 1.080134 0.01 0.00 0.00 0.27
H -4.705025 -1.206459 0.852358 0.01 0.02 0.00 0.52
H -3.094282 -0.912801 0.206289 0.02 -0.02 0.00 0.11
H -0.912748 -1.058039 5.846178 0.00 0.00 -0.01 0.36
H 0.131414 0.381488 5.698841 0.03 0.00 -0.01 0.31
H 0.813420 -1.166650 6.158460 -0.02 0.01 0.01 0.51
H -0.601077 -3.001765 4.227764 -0.01 0.01 0.01 0.34
H 1.157694 -3.010239 4.277884 -0.03 -0.02 -0.02 0.59
H 0.347682 -2.767523 2.735285 0.02 -0.01 -0.02 0.53
H 1.709807 0.638733 3.732338 -0.01 0.01 0.00 0.30
H 1.829842 -0.648481 2.512581 0.00 -0.03 0.00 0.20
H 2.493886 -0.888260 4.127746 -0.01 0.04 0.00 0.53
O -1.236694 1.469093 -2.558565 0.18 -0.34 -0.10 -0.33
S -1.570256 2.069678 -1.297478 -0.22 0.54 0.49 0.29
N -1.216051 1.358196 -0.004038 0.06 -0.51 -0.70 -0.47
```
Positions in Å, forces in eV/Å.

The spin multiplicity is 5. The calculation puts the LUMO energy (alpha / beta) at -9.8 / -11.6 eV. The total charge is +3. The calculation puts the gap between HOMO and LUMO (alpha / beta) at 6.20 / 5.06 eV.

---

Q: Among the records above, which one has the highest spin multiplicity?
A: C30H41ClNOPPtSSb

---

Q: Among the records above, which one has the lowest spin multiplicity?
A: C30H40BCuF5N6S

---

Q: Which value of spin multiplicity does entry 1 give?
A: 2